A cluster of 2 separate species, C4H13NO2 in total in a non-equilibrium geometry, computed with ωB97M-V with the def2-TZVPD basis set.

Positions of all 20 atoms, in Å:
C -0.955 -0.283 -2.482
N -0.483 0.299 -1.244
C -1.097 -0.111 -0.026
C -1.136 1.078 0.976
C 0.084 0.977 1.931
O 1.310 0.503 1.429
H -0.467 0.144 -3.350
H -2.026 -0.052 -2.508
H -0.809 -1.377 -2.455
H 0.506 0.550 -1.294
H -0.771 -1.069 0.427
H -2.104 -0.421 -0.308
H -2.133 1.166 1.405
H -1.028 2.008 0.428
H 0.246 2.026 2.199
H -0.163 0.502 2.879
H 1.398 -0.455 1.222
H 2.792 -1.688 -0.433
H 1.366 -1.796 -1.001
O 1.880 -1.917 -0.195

The LUMO energy (spin up / spin down) comes out at -3.4 / -8.0 eV. As for the charge: +1. Its spin multiplicity is 2. The energy above the lowest of the compared OMol25 structures with the same formula, charge and spin is 34.3 kcal/mol. The electronic energy comes out at -365.0923 Eh. Its gap between HOMO and LUMO (spin up / spin down) is 10.9 / 6.3 eV.